142
Properties=species:S:1:pos:R:3:forces:R:3:lowdin_charge:R:1 method="wB97M-V/def2-TZVPD" total_charge=+1 e_homo_ev=-9.234 homo_lumo_gap_ev=6.80 de_lowest_ev=0.000
Ta -0.947846 -0.099429 -0.332831 0.9 0.3 0.4 1.64
O -1.016950 1.591836 1.055039 0.2 -0.2 0.2 -0.30
N -2.108626 2.063861 1.638724 -0.2 0.1 0.0 -0.20
C -1.981811 3.181973 2.386113 -0.1 0.0 0.0 -0.02
C -3.071629 3.741739 2.988266 0.0 0.0 0.0 -0.04
C -4.323135 3.139906 2.808922 0.1 0.0 0.0 -0.04
C -4.428546 2.011255 2.039034 0.1 0.0 0.0 -0.05
C -3.294395 1.451623 1.427491 0.0 -0.1 0.0 -0.59
S -3.352198 0.031289 0.471753 -0.1 0.1 -0.1 0.81
H -0.975520 3.568050 2.434524 0.0 0.0 0.0 0.13
H -2.949413 4.634799 3.580953 0.0 0.0 0.0 0.11
H -5.202300 3.564425 3.270258 0.0 0.0 0.0 0.12
H -5.377159 1.525288 1.871569 0.0 0.0 0.0 0.12
C 5.155213 -2.099997 5.947909 0.0 0.0 0.0 -0.04
C 4.455196 -1.558410 4.737421 0.0 0.0 0.0 -0.26
C 3.157463 -1.056083 4.834826 0.0 0.0 0.0 -0.02
C 2.491644 -0.575333 3.723867 -0.1 -0.1 -0.1 -0.05
C 3.130292 -0.603705 2.491495 0.1 -0.1 0.1 -0.35
C 4.413780 -1.112889 2.364337 0.0 0.0 0.1 -0.06
C 5.072852 -1.578198 3.491865 0.0 0.0 -0.1 -0.02
S 2.379397 -0.009016 1.005624 -0.1 -0.1 0.1 1.08
O 0.891376 -0.207235 1.246389 -0.3 0.0 -0.3 -0.59
C 2.658869 1.732173 1.207355 0.0 0.1 -0.1 -0.28
C 1.977546 2.448114 2.215009 0.0 0.1 0.0 -0.05
C 2.220835 3.779924 2.357064 0.0 -0.1 0.0 0.00
C 3.126904 4.451760 1.492674 0.0 0.0 0.0 -0.16
C 3.372948 5.837534 1.620804 0.0 0.0 0.0 -0.02
C 4.217978 6.476646 0.759300 0.0 0.0 0.0 -0.06
C 4.852944 5.758762 -0.273487 0.0 0.0 0.0 -0.05
C 4.639793 4.418142 -0.416625 0.0 0.0 0.0 0.00
C 3.776764 3.730203 0.466707 0.0 0.0 0.0 -0.12
C 3.526699 2.332181 0.338778 0.0 -0.1 0.0 -0.15
C 4.249710 1.530004 -0.691273 -0.1 0.0 -0.1 -0.14
C 5.620811 1.226848 -0.466153 0.1 0.0 0.0 -0.11
C 6.281485 1.617789 0.729413 0.0 0.0 0.1 -0.01
C 7.591527 1.302139 0.934168 0.0 0.0 0.0 -0.05
C 8.318556 0.584958 -0.042497 0.0 0.0 0.0 -0.06
C 7.712721 0.196307 -1.199311 0.0 0.0 0.0 -0.02
C 6.349210 0.502381 -1.439735 0.0 0.0 0.0 -0.15
C 5.704856 0.097255 -2.628365 -0.1 0.0 0.0 0.00
C 4.379727 0.360679 -2.818201 0.1 0.0 0.0 -0.08
C 3.647096 1.061977 -1.837985 0.0 0.0 0.0 -0.29
S 1.919212 1.248742 -2.282779 -0.1 0.1 -0.3 1.11
O 1.089357 0.717117 -1.126152 -0.1 -0.2 0.2 -0.64
C 1.782760 3.016736 -2.214117 -0.1 -0.1 0.0 -0.37
C 2.302826 3.748391 -3.268359 0.0 0.0 0.0 -0.06
C 2.156588 5.124185 -3.259631 0.0 0.0 0.0 -0.02
C 1.487200 5.766619 -2.220462 0.0 0.0 0.0 -0.25
C 1.333796 7.257845 -2.203332 0.0 0.1 0.0 -0.03
C 0.963976 4.996640 -1.187329 0.0 0.0 0.0 -0.02
C 1.109914 3.620968 -1.174476 0.0 0.1 0.0 -0.08
H 4.777059 -1.642979 6.860600 0.0 0.0 0.0 0.08
H 6.228243 -1.925173 5.892430 0.0 0.0 0.0 0.08
H 5.000214 -3.176909 6.027714 0.0 0.0 0.0 0.09
H 2.664427 -1.047225 5.798086 0.0 0.0 0.0 0.12
H 1.476305 -0.213292 3.802272 -0.1 0.0 0.0 0.10
H 4.892923 -1.143177 1.394357 0.0 0.0 -0.1 0.11
H 6.076110 -1.972171 3.397985 0.0 0.0 0.0 0.12
H 1.266716 1.925316 2.838459 0.0 0.0 0.1 0.11
H 1.728210 4.353116 3.133498 0.0 0.0 0.0 0.12
H 2.878277 6.383459 2.413738 0.0 0.0 0.0 0.12
H 4.403895 7.536086 0.866277 0.0 0.0 0.0 0.11
H 5.513022 6.275526 -0.955058 0.0 0.0 0.0 0.11
H 5.126708 3.871957 -1.212796 0.0 0.0 0.0 0.13
H 5.732238 2.162807 1.485652 0.0 0.0 0.0 0.12
H 8.080910 1.601790 1.850052 0.0 0.0 0.0 0.11
H 9.358893 0.346875 0.133266 0.0 0.0 0.0 0.11
H 8.260877 -0.352844 -1.952882 0.0 0.0 0.0 0.12
H 6.271526 -0.435305 -3.380207 0.0 0.0 0.0 0.12
H 3.877248 0.042679 -3.719047 -0.1 -0.1 -0.1 0.11
H 2.799589 3.255485 -4.093017 0.0 0.0 -0.1 0.12
H 2.556354 5.707467 -4.077890 0.0 0.0 0.0 0.12
H 1.700036 7.705131 -3.125017 0.0 0.0 0.0 0.08
H 1.892722 7.689799 -1.371412 0.0 0.0 0.0 0.08
H 0.288134 7.540684 -2.078153 0.0 0.0 0.0 0.09
H 0.435249 5.484320 -0.377548 0.0 0.0 0.0 0.13
H 0.717092 3.013144 -0.373548 -0.1 0.0 0.1 0.09
N -0.975464 -5.063322 2.506171 0.1 -0.1 0.0 0.15
C -1.075628 -3.720311 2.658939 0.0 0.1 0.0 -0.35
C -1.068527 -2.871791 1.526644 0.0 0.0 0.1 -0.08
N -1.139459 -1.567184 1.656752 -0.1 0.0 0.1 -0.07
C -1.237589 -1.067234 2.902703 0.0 0.0 0.0 -0.15
C -1.241853 -1.906006 3.992481 0.0 0.1 -0.1 -0.11
N -1.155946 -3.230752 3.887827 0.0 -0.1 -0.1 0.14
H -1.057667 -5.484020 1.598996 0.0 0.0 0.0 0.10
H -1.087468 -5.640746 3.320620 0.0 0.0 0.0 0.11
H -1.009421 -3.276973 0.527523 0.0 0.0 0.0 0.09
H -1.292554 0.004823 3.005743 0.0 0.1 0.0 0.10
H -1.319022 -1.503684 4.995203 0.0 0.0 0.0 0.11
C -0.353821 1.239492 -5.889186 0.0 0.0 0.0 -0.09
C -0.424639 0.049195 -5.182479 0.0 0.0 0.0 -0.08
C -0.814229 0.033025 -3.852937 0.0 0.1 0.0 -0.06
C -1.147297 1.215398 -3.188385 0.0 0.0 -0.2 -0.31
C -1.095158 2.411184 -3.919644 0.1 0.0 0.0 -0.03
C -0.699851 2.417653 -5.244843 0.0 0.0 0.0 -0.08
N -1.525843 1.244050 -1.823814 -0.4 -0.1 0.3 -0.14
C -2.498291 2.278944 -1.589183 0.0 0.1 0.1 -0.34
C -3.751915 2.173360 -2.193264 0.0 0.1 0.1 -0.04
C -4.717260 3.145277 -2.006951 0.0 0.0 0.0 -0.06
C -4.450873 4.259146 -1.222390 0.0 0.0 0.0 -0.09
C -3.200890 4.392030 -0.644269 0.0 0.0 0.0 -0.08
C -2.230703 3.415388 -0.833450 -0.1 -0.1 -0.1 -0.06
H -0.055437 1.248442 -6.927446 0.0 0.0 -0.1 0.10
H -0.184737 -0.887911 -5.667323 0.0 0.0 0.0 0.11
H -0.874184 -0.905433 -3.333926 0.0 -0.1 0.1 0.07
H -1.360602 3.344094 -3.442559 0.0 0.0 0.0 0.12
H -0.665246 3.358582 -5.778713 0.0 0.0 0.0 0.11
H -3.959181 1.322900 -2.822865 0.0 -0.2 -0.1 0.11
H -5.682080 3.036175 -2.482356 0.0 0.0 0.0 0.11
H -5.205652 5.018979 -1.077169 0.0 0.0 0.0 0.10
H -2.969278 5.266156 -0.048245 0.0 0.0 0.0 0.10
H -1.261497 3.531416 -0.379229 0.0 0.0 0.0 0.08
C 2.197826 -2.365918 -2.941531 0.0 0.0 0.0 -0.05
C 1.567390 -3.298028 -1.910763 0.1 0.0 -0.1 -0.36
C 1.855465 -2.830839 -0.497827 0.0 0.0 0.0 -0.07
C 0.126283 -3.584732 -2.295161 -0.1 -0.2 0.0 -0.13
C 0.027441 -4.680861 -3.155627 0.0 0.0 0.1 -0.05
C -1.173823 -5.140147 -3.636451 -0.1 0.0 0.0 -0.07
C -2.327608 -4.517564 -3.200852 0.0 0.0 0.0 -0.04
C -2.302102 -3.422104 -2.348897 0.1 -0.1 0.0 -0.14
C -3.662321 -2.928898 -1.906189 -0.1 0.0 -0.1 -0.37
C -3.979995 -1.534102 -2.420394 0.0 0.2 0.0 -0.09
C -3.873976 -3.126938 -0.408607 0.0 0.0 0.1 -0.08
C -1.050895 -2.886930 -1.930804 -0.1 0.1 0.1 -0.24
N -0.997243 -1.672274 -1.216283 0.2 -0.1 -0.1 -0.16
H 3.264036 -2.255269 -2.748681 0.1 0.1 0.0 0.07
H 1.729590 -1.383005 -2.901402 -0.1 0.1 0.0 0.04
H 2.068553 -2.749027 -3.953878 0.0 0.0 0.0 0.09
H 2.068052 -4.267960 -2.007320 0.0 0.1 0.0 0.13
H 1.430109 -1.854299 -0.314956 -0.1 0.0 0.0 0.00
H 2.937417 -2.763110 -0.359248 0.0 0.0 0.0 0.08
H 1.471938 -3.522110 0.252407 -0.1 0.0 0.0 0.09
H 0.941728 -5.187250 -3.438264 0.0 0.0 0.0 0.12
H -1.217462 -5.986384 -4.306080 0.0 0.0 0.0 0.11
H -3.289959 -4.895745 -3.519347 0.0 0.0 0.0 0.11
H -4.379420 -3.600004 -2.388541 0.0 0.0 0.0 0.12
H -3.231893 -0.810739 -2.111142 0.0 0.1 0.0 0.00
H -4.952389 -1.202628 -2.054154 0.0 0.0 0.0 0.08
H -4.005115 -1.532869 -3.510977 0.0 0.0 0.0 0.09
H -3.161046 -2.566322 0.189961 0.0 0.0 0.0 -0.01
H -3.760307 -4.181905 -0.153293 0.0 -0.1 0.0 0.09
H -4.877647 -2.816146 -0.117469 0.0 0.0 0.0 0.08


152
Properties=species:S:1:pos:R:3:forces:R:3:lowdin_charge:R:1 method="wB97M-V/def2-TZVPD" e_homo_ev=-6.715 homo_lumo_gap_ev=6.36 de_lowest_ev=0.008
Ca 0.636197 1.742593 -1.495159 -0.2 -0.2 1.0 1.39
C -2.812047 2.176587 -2.492573 0.0 0.0 -0.1 -0.06
O -1.909317 1.544104 -1.586185 -0.2 0.0 0.1 -0.23
C -2.519529 1.062359 -0.412499 0.1 0.0 -0.1 -0.19
C -2.922531 1.964242 0.565633 -0.1 0.1 0.1 -0.11
C -2.661406 3.460211 0.508954 0.0 0.0 0.1 -0.07
C -1.670402 3.822245 1.591145 -0.1 0.0 -0.1 -0.14
C -2.088356 4.305282 2.826018 0.0 0.0 0.1 0.00
C -1.208802 4.484757 3.888556 0.0 0.0 -0.1 -0.18
C 0.127898 4.148898 3.660468 0.0 0.0 0.0 0.00
C 0.576157 3.673184 2.441565 0.2 0.0 0.1 -0.13
C 1.993321 3.193628 2.241145 -0.1 0.0 0.0 -0.07
C 2.045764 1.677792 2.321745 0.0 0.1 0.0 -0.11
C 1.697553 1.070111 3.525727 0.0 0.0 0.0 0.04
C 1.648723 -0.307339 3.673314 0.0 0.0 0.0 -0.15
C 1.966995 -1.081349 2.559747 0.0 0.0 0.0 0.03
C 2.307568 -0.522237 1.339931 0.1 -0.1 -0.1 -0.12
C 2.523251 -1.453510 0.162575 -0.1 -0.1 0.1 -0.07
C 1.260681 -2.228260 -0.136190 0.1 0.0 0.0 -0.15
C 1.185096 -3.613767 -0.063645 0.0 0.0 0.1 0.01
C 0.000436 -4.309083 -0.307882 0.0 0.0 0.0 -0.18
C -1.112561 -3.548895 -0.676833 0.0 0.0 0.0 -0.02
C -1.067289 -2.167453 -0.786471 -0.1 0.0 0.0 -0.17
C -2.239501 -1.335727 -1.254604 0.0 0.0 0.0 -0.07
C -2.679982 -0.306887 -0.235727 0.0 -0.1 -0.1 -0.12
C -3.253676 -0.764796 0.943843 0.0 0.0 0.1 0.04
C -3.696151 0.101020 1.935761 0.0 0.0 0.0 -0.15
C -3.525632 1.460747 1.711279 0.0 0.0 0.0 0.03
C -4.330135 -0.371595 3.242149 0.0 0.0 0.0 -0.55
C -3.535076 0.192922 4.428990 0.0 0.0 0.0 -0.04
C -5.776336 0.137083 3.314850 0.0 0.0 0.0 -0.05
C -4.344002 -1.896656 3.353214 0.0 0.0 0.0 -0.06
C 0.121204 -1.473336 -0.473843 -0.1 0.1 -0.1 -0.36
O 0.156957 -0.178650 -0.537662 0.4 0.1 -0.4 -0.22
C -0.125583 -5.824361 -0.154397 0.0 0.0 0.0 -0.56
C -0.648300 -6.447691 -1.456083 0.0 0.0 0.0 -0.06
C 1.212950 -6.483863 0.178781 0.0 0.0 0.0 -0.07
C -1.112915 -6.140656 0.978755 0.0 0.0 0.0 -0.05
C 2.354482 0.865195 1.240855 0.0 0.0 0.0 -0.20
O 2.670361 1.451220 0.005852 0.0 0.0 0.0 -0.23
C 3.988427 1.988946 -0.057087 0.1 0.0 0.0 -0.06
C 1.235003 -0.988571 4.975409 0.0 0.0 0.0 -0.55
C 0.039493 -1.914819 4.703848 0.0 0.0 0.0 -0.04
C 2.409342 -1.820785 5.508121 0.0 0.0 0.0 -0.05
C 0.824830 0.022026 6.046904 0.0 0.0 0.0 -0.06
C -0.321083 3.514516 1.371131 0.0 0.1 -0.2 -0.31
O 0.098441 3.085207 0.202871 0.1 -0.4 -0.1 -0.32
C -1.646562 4.976056 5.266857 0.0 0.0 0.0 -0.56
C -0.886200 6.259059 5.629849 0.0 0.0 0.0 -0.05
C -3.144756 5.276919 5.321929 0.0 0.0 0.0 -0.07
C -1.338825 3.892637 6.310934 0.0 0.0 0.0 -0.05
H -3.780664 2.343418 -2.023643 0.0 0.0 0.0 0.10
H -2.945317 1.548090 -3.377110 0.0 0.0 0.0 0.09
H -2.399902 3.141530 -2.797109 0.0 0.0 0.0 0.08
H -3.601965 3.992800 0.670253 0.0 0.0 0.0 0.13
H -2.276589 3.752820 -0.465135 0.0 0.0 0.0 0.09
H -3.141650 4.530845 2.947364 0.0 0.0 0.0 0.10
H 0.852342 4.251164 4.463987 0.0 0.0 0.0 0.11
H 2.637772 3.613753 3.017483 0.0 0.0 0.0 0.13
H 2.355916 3.539292 1.274567 0.0 0.0 0.0 0.11
H 1.424173 1.720859 4.346359 0.0 0.0 0.0 0.11
H 1.908196 -2.163616 2.612777 0.0 0.0 0.0 0.12
H 3.334280 -2.148652 0.394618 0.0 0.0 0.0 0.12
H 2.823328 -0.877568 -0.716252 0.0 0.1 0.0 0.10
H 2.083780 -4.154235 0.211846 0.0 0.0 0.0 0.10
H -2.056561 -4.047576 -0.885849 0.0 0.0 0.0 0.12
H -3.085262 -1.994049 -1.474562 0.0 0.0 0.0 0.12
H -1.976470 -0.821326 -2.184134 0.0 0.0 0.0 0.10
H -3.336509 -1.837635 1.070492 0.0 0.0 0.0 0.11
H -3.823142 2.173969 2.471683 0.0 0.0 0.0 0.11
H -3.527944 1.284208 4.429550 0.0 0.0 0.0 0.07
H -2.496927 -0.143891 4.392390 -0.1 0.0 0.0 0.07
H -3.975089 -0.144077 5.371111 0.0 0.0 0.0 0.09
H -5.815379 1.227208 3.287079 0.0 0.0 0.0 0.08
H -6.247905 -0.196163 4.242705 0.0 0.0 0.0 0.08
H -6.360331 -0.243859 2.474407 0.0 0.0 0.0 0.09
H -3.331371 -2.306001 3.331076 0.0 0.0 0.0 0.08
H -4.919214 -2.351233 2.544067 0.0 0.0 0.0 0.08
H -4.806076 -2.189618 4.297976 0.0 0.0 0.0 0.08
H 0.000836 -6.184669 -2.294769 0.0 0.0 0.0 0.09
H -1.660888 -6.103504 -1.677740 0.0 0.0 0.0 0.07
H -0.681364 -7.536892 -1.373886 0.0 0.0 0.0 0.08
H 1.948855 -6.315766 -0.610613 0.0 0.0 0.0 0.09
H 1.071311 -7.561315 0.284281 0.0 0.0 0.0 0.08
H 1.621817 -6.108225 1.118430 0.0 0.0 0.0 0.08
H -2.095390 -5.710238 0.777510 0.0 0.0 0.0 0.08
H -0.753835 -5.726887 1.923180 0.0 0.0 0.0 0.09
H -1.231993 -7.221047 1.096484 0.0 0.0 0.0 0.08
H 4.345883 2.250878 0.938131 0.0 0.0 0.0 0.10
H 3.967313 2.884155 -0.677711 0.0 0.0 0.0 0.09
H 4.675807 1.259538 -0.496648 0.0 0.0 0.0 0.09
H 0.293947 -2.705141 3.996316 0.0 0.0 0.0 0.08
H -0.795211 -1.350283 4.283109 0.0 0.0 0.0 0.07
H -0.292404 -2.385124 5.632863 0.0 0.0 0.0 0.09
H 2.715749 -2.579552 4.786265 0.0 0.0 0.0 0.08
H 2.124881 -2.326991 6.434002 0.0 0.0 0.0 0.08
H 3.271197 -1.182751 5.714804 0.0 0.0 0.0 0.09
H -0.025830 0.625640 5.721535 0.0 0.0 0.0 0.08
H 1.647677 0.693472 6.300790 0.0 0.0 0.0 0.09
H 0.534491 -0.508985 6.955713 0.0 0.0 0.0 0.09
H -1.096140 7.044757 4.901343 0.0 0.0 0.0 0.09
H 0.191800 6.091473 5.641500 0.0 0.0 0.0 0.07
H -1.184545 6.614637 6.619638 0.0 0.0 0.0 0.08
H -3.423819 6.050829 4.604078 0.0 0.0 0.0 0.09
H -3.410686 5.632097 6.319747 0.0 0.0 0.0 0.08
H -3.738319 4.383265 5.116067 0.0 0.0 0.0 0.08
H -0.268749 3.684566 6.366583 0.0 0.0 0.0 0.07
H -1.848345 2.960535 6.055033 0.0 0.0 0.0 0.08
H -1.672817 4.208749 7.303010 0.0 0.0 0.0 0.08
S 5.700298 3.077042 -6.362830 0.0 0.0 0.0 1.02
C 4.497319 2.784537 -5.099564 0.1 0.0 -0.1 -0.51
C 3.615369 3.805578 -4.769665 0.0 0.0 0.0 -0.08
C 2.698941 3.589363 -3.754499 0.1 0.0 0.0 -0.13
N 2.602006 2.440531 -3.084033 0.0 0.2 0.0 -0.01
C 3.460359 1.468925 -3.407922 -0.1 0.0 0.1 -0.14
C 4.423712 1.591470 -4.387593 0.0 0.0 0.0 -0.05
C 5.889494 1.436243 -7.029126 -0.1 0.1 0.1 -0.54
C 7.103105 0.778087 -6.937617 0.0 0.0 0.0 -0.08
C 7.201401 -0.492244 -7.494298 0.0 0.0 0.0 -0.14
N 6.192860 -1.111641 -8.098484 0.0 0.0 0.0 0.07
C 5.032126 -0.460852 -8.179866 0.0 0.0 0.0 -0.13
C 4.829030 0.812179 -7.672537 0.0 -0.1 0.0 -0.08
H 3.633409 4.747261 -5.301954 0.0 0.0 0.0 0.11
H 2.001662 4.370749 -3.478987 0.0 0.0 0.0 0.09
H 3.364568 0.542650 -2.851541 0.0 0.0 0.0 0.11
H 5.093017 0.768492 -4.596116 0.0 0.0 0.0 0.12
H 7.949050 1.235856 -6.443433 0.0 0.0 0.0 0.11
H 8.135274 -1.040272 -7.441671 0.0 0.0 0.0 0.11
H 4.227008 -0.983619 -8.683714 0.0 0.0 0.0 0.11
H 3.871549 1.305622 -7.772163 0.0 0.0 0.0 0.11
O -0.139888 5.494577 -1.263696 0.0 -0.1 0.0 0.10
C 0.143864 4.453173 -1.602672 -0.1 0.3 -0.2 -0.02
N -2.632740 -7.328365 -6.739964 0.0 0.0 0.0 0.16
C -2.266090 -6.291086 -6.409526 0.0 0.1 0.1 -0.18
C -1.807708 -4.988188 -5.995068 0.0 -0.1 -0.1 -0.22
C -1.508861 -4.021529 -6.951401 0.0 -0.1 0.0 -0.02
C -1.065973 -2.773960 -6.556302 0.0 0.0 0.0 0.00
C -0.935375 -2.484240 -5.204309 0.0 0.0 0.0 -0.17
C -1.230254 -3.441902 -4.243768 0.0 0.0 0.1 0.03
C -1.659836 -4.693975 -4.642993 0.0 -0.1 0.0 0.00
N -0.493100 -1.195080 -4.803000 0.1 -0.1 0.0 0.00
C -0.671517 -0.016342 -5.495273 -0.1 0.1 0.0 -0.05
C -0.063017 0.943632 -4.754272 0.2 -0.1 0.0 -0.13
N 0.504566 0.380956 -3.627339 -0.3 0.0 -0.1 -0.01
C 0.219692 -0.897561 -3.686305 0.1 0.0 0.0 -0.12
H -1.614242 -4.255802 -8.001676 0.0 0.0 0.0 0.12
H -0.804463 -2.035218 -7.301717 0.0 0.0 0.0 0.11
H -1.139208 -3.215173 -3.187349 0.0 0.0 0.0 0.10
H -1.889726 -5.447013 -3.902750 0.0 0.0 0.0 0.11
H -1.234499 0.037324 -6.409557 0.0 0.0 0.0 0.12
H 0.013722 1.998919 -4.962680 0.0 0.0 0.0 0.11
H 0.502183 -1.636110 -2.949613 0.0 0.0 0.0 0.14